One molecule with the formula C12H14N4O4S, computed with ωB97M-V/def2-TZVPD.

Last column: natural (NBO) charge in e.
Positions of all 35 atoms, in Å:
C 2.75 3.30 1.09  -0.26
H 3.22 3.44 0.12  0.19
H 2.35 4.24 1.47  0.19
H 3.49 2.90 1.79  0.20
O 1.64 2.42 0.99  -0.48
C 1.91 1.19 0.54  0.58
N 3.16 0.88 0.23  -0.57
C 3.38 -0.35 -0.22  0.71
N 2.46 -1.28 -0.40  -0.59
C 1.20 -0.97 -0.07  0.44
C 0.86 0.28 0.41  -0.43
H -0.15 0.54 0.69  0.24
N 0.26 -1.94 -0.29  -0.86
H 0.64 -2.81 -0.63  0.44
S -1.05 -2.16 0.76  2.30
O -0.65 -1.89 2.11  -0.92
O -1.54 -3.47 0.45  -0.93
C -2.24 -0.95 0.24  -0.32
C -2.32 -0.55 -1.08  -0.18
C -3.29 0.36 -1.45  -0.26
C -4.21 0.85 -0.52  0.20
C -4.11 0.43 0.82  -0.26
C -3.12 -0.46 1.19  -0.18
H -3.03 -0.79 2.21  0.24
H -4.81 0.81 1.54  0.21
N -5.15 1.77 -0.88  -0.79
H -5.91 1.94 -0.25  0.39
H -5.34 1.89 -1.86  0.39
H -3.36 0.68 -2.48  0.21
H -1.62 -0.94 -1.79  0.24
O 4.64 -0.62 -0.51  -0.47
C 4.92 -1.94 -0.97  -0.25
H 4.58 -2.68 -0.24  0.19
H 4.42 -2.12 -1.92  0.19
H 6.00 -1.99 -1.09  0.19

Values from the calculation:
2S+1 = 1
energy relative to the best compared isomer or geometry (same formula, charge and spin) = 0.076 eV
HOMO = -8.675 eV
total charge = 0
SMILES string = COc1cc(NS(=O)(=O)c2ccc(N)cc2)nc(OC)n1
frontier orbital gap = 9.3 eV